[1]
Computed, not measured: C12H8O8 in the gas phase at a distorted geometry, with the ωB97M-V functional and the def2-TZVPD basis.

Geometry as ORCA input:
```
! wB97M-V def2-TZVPD RIJCOSX def2/J DEFGRID3
* xyz 0 1
O 2.6570 2.0096 1.7412
O 1.6016 -0.2131 3.4505
O 0.4225 2.3116 -3.2257
O -2.3503 -3.1781 0.6791
O 1.9816 2.9169 -1.0778
O -0.6656 -2.4158 2.7376
O -1.3671 0.2627 -3.1089
O -2.4789 -1.6982 -1.6181
C 1.7457 1.0693 1.4020
C 1.2213 0.0789 2.1421
C 0.3666 1.5329 -2.0823
C -1.5339 -2.0650 0.5296
C 1.1823 1.8404 -0.9942
C -0.6944 -1.6751 1.5738
C -0.5706 0.4931 -2.0368
C -1.5743 -1.3539 -0.6817
C 1.1043 1.0315 0.1134
C 0.2029 -0.5842 1.3734
C -0.6577 -0.2954 -0.8769
C 0.1701 0.0296 0.1665
H 2.7959 2.5468 0.9436
H 2.3040 0.4279 3.6657
H -0.2855 1.9718 -3.7920
H -2.2986 -3.5630 1.5853
H 1.7176 3.3588 -1.9108
H -0.0565 -1.9711 3.3548
H -1.9834 -0.4156 -2.8306
H -2.9564 -2.4533 -1.2226
*
```

Computed properties:
HOMO energy = -7.3 eV
relative energy (zero: lowest compared OMol25 entry of this formula, charge and spin) = 0.0 kcal per mole
E_LUMO = 0.15 eV
E_tot = -28953.151 eV
HOMO-LUMO gap = 7.46 eV

Löwdin population analysis, charges in e, atoms 1 to 5: O 0.10; O 0.05; O 0.06; O 0.05; O 0.11



[2]
Computed, not measured: 3 unconnected molecules or ions with the total composition C12H9BF18N2O6, with the ωB97M-V functional and the def2-TZVPD basis.

Geometry as ORCA input:
```
! wB97M-V def2-TZVPD RIJCOSX def2/J DEFGRID3
* xyz 0 1
O -0.6804 0.8011 -1.7873
N -1.2090 1.6905 -2.2572
O -1.5801 1.3926 -3.7156
B -2.8803 1.3790 -4.0313
N -3.8568 1.1481 -2.8944
C -4.2037 -0.2026 -2.6837
O -3.6271 -0.9548 -1.9801
F -5.2679 -0.5617 -3.4082
C -4.9482 2.0570 -2.9084
O -5.4554 2.5778 -3.8301
F -5.3234 2.2961 -1.6576
H -3.2105 1.4986 -5.1617
C 1.2745 1.7785 1.4420
C 1.4653 3.0409 0.5905
C 2.8127 3.2255 -0.1148
F 3.8088 3.3427 0.7839
F 2.7626 4.3605 -0.8474
F 1.1646 4.1406 1.3048
F 0.5504 2.9415 -0.4279
O 1.4298 1.9302 2.8352
C 2.6358 1.7746 3.4533
C 3.0625 3.0577 4.1819
F 3.1789 4.0742 3.3054
F 4.2657 2.8488 4.7602
F 3.5934 1.3479 2.6115
F 2.4872 0.8277 4.4111
H 0.2242 1.5200 1.3147
H 1.8574 0.9436 1.0503
H 3.0166 2.3832 -0.7813
H 2.3263 3.3148 4.9453
C 0.6571 -3.8582 -1.0743
C 1.6427 -3.1239 -0.1567
C 1.8409 -3.6700 1.2613
F 0.6956 -3.5993 1.9663
F 2.7729 -2.9149 1.8846
F 1.3458 -1.8079 -0.1048
F 2.8686 -3.2502 -0.7521
O -0.6266 -3.2917 -1.2042
C -1.6648 -3.6285 -0.3815
C -2.1759 -2.4068 0.3908
F -1.1834 -1.9040 1.1610
F -3.1868 -2.7935 1.2021
F -1.3533 -4.6428 0.4473
F -2.6849 -4.0481 -1.1650
H 1.0946 -3.7643 -2.0674
H 0.6178 -4.9228 -0.8409
H 2.1884 -4.7058 1.2288
H -2.5227 -1.6418 -0.2985
*
```

Computed properties:
HOMO energy = -11.5 eV
E_LUMO = -1.26 eV
E_tot = -77445.140 eV
HOMO-LUMO gap = 10.20 eV

Löwdin population analysis, charges in e, atoms 1 to 5: O 0.15; N 0.09; O 0.06; B -0.30; N 0.15



[3]
Computed, not measured: a molecular structure, C12H9BrClN2O4Re, with the ωB97M-V functional and the def2-TZVPD basis.

Geometry as ORCA input:
```
! wB97M-V def2-TZVPD RIJCOSX def2/J DEFGRID3
* xyz 3 2
Re -0.8667 1.2098 0.5982
Br 6.3909 0.4097 -0.7041
C 4.6032 0.2181 -0.5071
C 3.7254 1.2025 -1.0425
C 2.3759 1.0383 -0.8975
C 1.8833 -0.1104 -0.2497
C 2.7395 -1.0765 0.3034
C 4.0956 -0.9200 0.1811
N 0.4682 -0.2797 -0.1771
C -0.0721 -1.4158 -0.4678
C -1.5182 -1.5089 -0.4254
C -2.2275 -2.6308 -0.7747
C -3.6283 -2.5648 -0.7560
C -4.2396 -1.3852 -0.3900
C -3.4562 -0.2877 -0.0264
N -2.1258 -0.3465 -0.0429
H 4.1327 2.0580 -1.5652
H 1.6865 1.7667 -1.3068
H 2.3408 -1.9264 0.8426
H 4.7811 -1.6448 0.6009
H 0.5282 -2.2690 -0.7753
H -1.7126 -3.5381 -1.0636
H -4.2182 -3.4300 -1.0298
H -5.3170 -1.2929 -0.3712
H -3.9042 0.6484 0.2782
O -2.7628 4.6960 2.6242
Cl -1.4425 4.2561 2.5413
O -0.3781 5.1546 2.5989
O -0.7957 1.3399 2.2819
O -1.0860 2.6295 -0.2779
*
```

Computed properties:
HOMO energy (spin up / spin down) = -18.6 / -18.6 eV
relative energy (zero: lowest compared OMol25 entry of this formula, charge and spin) = 0.0 kcal per mole
E_LUMO (spin up / spin down) = -13.77 / -13.77 eV
E_tot = -108418.366 eV
HOMO-LUMO gap (spin up / spin down) = 4.87 / 4.86 eV

Löwdin population analysis, charges in e, atoms 1 to 5: Re 1.51; Br 1.20; C -0.62; C -0.03; C 0.02



[4]
Computed, not measured: C12H9BrN2S in the gas phase at a distorted geometry, with the ωB97M-V functional and the def2-TZVPD basis.

Geometry as ORCA input:
```
! wB97M-V def2-TZVPD RIJCOSX def2/J DEFGRID3
* xyz 0 1
Br -0.1570 -5.3335 1.2910
N 0.5363 0.7910 -0.5960
N 0.0819 -0.2625 -0.1244
S -0.0421 -3.0441 1.1988
C 2.5640 3.5638 1.7777
C 2.5015 3.5684 0.4212
C 1.9057 2.4336 2.3908
C -2.7435 -1.6385 -2.1573
C -2.9711 -2.9225 -1.6150
C 1.7427 2.6667 -0.3081
C 1.2723 1.3856 1.6603
C -1.7401 -0.7783 -1.7136
C -2.1181 -3.4293 -0.7128
C 1.1836 1.5822 0.2938
C -0.8805 -1.1667 -0.7018
C -1.0732 -2.6071 -0.1475
H 3.2244 4.2963 2.2966
H 3.0114 4.3865 -0.0952
H 2.1791 2.3970 3.4203
H -3.3295 -1.4823 -3.0099
H -3.7821 -3.6040 -1.9990
H 1.7613 2.9055 -1.2701
H 0.9104 0.4827 2.2041
H -1.7259 0.1909 -2.2376
H -2.3117 -4.3812 -0.2662
*
```

Computed properties:
HOMO energy = -8.0 eV
relative energy (zero: lowest compared OMol25 entry of this formula, charge and spin) = 34.0 kcal per mole
E_LUMO = -1.02 eV
E_tot = -96444.644 eV
HOMO-LUMO gap = 7.01 eV

Löwdin population analysis, charges in e, atoms 1 to 5: Br 0.22; N 0.08; N 0.04; S 0.47; C -0.08



> The lowest E_tot belongs to which entry?

C12H9BrClN2O4Re



> Number 1 is which compound?

C12H8O8



> E_tot of number 2 (C12H9BF18N2O6)?

-77445.140 eV



> What is the formula in the second record?

C12H9BF18N2O6